# 1
Below is C34H34CdCl3FN3O7 as an isolated structure at a distorted geometry, with properties calculated with ωB97M-V/def2-TZVPD.

ΔE to the lowest compared entry with this formula, charge and spin in kcal per mole: 31.8
E_HOMO in eV: -3.53
Net charge: -1
Calculated total energy in eV: -99466.381
Gap between HOMO and LUMO in eV: 5.6728

Last column: Mulliken charge in e.
Element x y z (Å)
C: 0.946 -3.079 -1.469  -0.3296
C: -3.448 -2.345 3.393  -0.8030
C: 3.700 3.439 -3.413  0.5024
H: 4.712 5.090 -4.364  0.3256
C: 3.150 0.514 1.313  0.8322
C: 1.327 4.535 -0.515  -1.1346
H: 5.045 -0.477 1.233  0.3244
H: -2.635 -6.881 3.113  0.4386
C: -2.500 3.019 1.391  0.2461
N: 3.849 3.648 -2.074  0.0150
H: 5.108 1.263 1.003  0.2428
H: -3.333 -7.203 0.693  0.3949
Cl: -6.182 3.397 2.888  -0.2611
H: -1.499 3.349 1.638  0.4340
H: 3.251 -0.980 -5.771  0.3586
H: -1.085 2.591 -2.434  0.0676
C: -2.952 -6.210 0.445  -1.3937
C: -1.501 -2.040 1.427  0.7547
C: 4.827 4.010 -4.259  -1.3474
C: 3.691 -1.070 -4.786  -0.1845
H: -0.264 5.996 -0.250  0.3790
H: 1.361 0.798 2.437  0.0151
C: -4.842 2.959 1.867  0.4226
H: -0.772 1.346 0.199  -0.7852
H: 5.798 3.797 -3.811  0.3713
H: -1.809 0.876 -1.140  0.5016
H: -3.637 -4.855 4.251  0.4420
H: -1.000 -6.434 1.290  0.4937
C: -2.048 -0.916 2.053  -0.4372
C: -0.714 2.743 -1.407  -0.0116
H: 4.709 4.070 -1.777  0.2826
H: 2.122 5.208 -0.222  0.3582
H: 2.785 1.602 3.164  0.4711
Cl: 3.767 -2.792 -4.371  -0.1549
H: 3.200 1.844 -1.233  0.1588
O: -0.036 -0.706 0.164  0.3128
H: -1.705 0.067 1.762  0.7085
Cl: 5.312 -0.362 -4.851  -0.2087
C: -5.063 2.177 0.748  -0.8644
H: -4.300 -5.110 2.644  0.3543
C: 2.815 -0.382 -3.714  1.1779
H: 2.002 2.256 1.701  0.0204
O: 1.379 -4.203 -1.750  -0.8033
C: -0.534 -4.234 0.120  -0.3113
O: 3.357 -0.100 -2.620  -0.6703
C: 3.099 2.910 -1.048  -1.2028
C: -0.469 -1.838 0.380  0.0844
F: -3.550 -0.008 3.619  -0.3731
O: 2.677 -0.056 0.362  -0.4150
H: -4.197 -2.434 4.170  0.4998
C: -0.032 4.981 -0.557  -0.3989
C: -3.566 3.391 2.193  -0.9675
H: -2.536 -6.240 -0.562  0.4035
H: 3.577 3.164 -0.102  0.3303
N: -1.422 -4.420 1.132  0.1346
C: -1.950 -3.323 1.782  -0.5364
H: -1.428 -5.656 3.520  0.3621
C: -0.053 -3.040 -0.293  -0.1956
H: -2.026 4.495 -1.078  0.5121
C: -3.388 -4.846 3.188  -1.2970
H: 4.875 0.618 2.638  0.4211
H: -4.150 1.174 -0.903  0.4140
O: 2.737 2.894 -3.902  -0.5710
C: 1.622 3.276 -0.984  1.1896
C: -2.685 2.210 0.268  -0.2148
C: -3.981 1.809 -0.040  -0.1535
C: -1.505 1.717 -0.512  0.3842
C: -3.010 -1.084 3.010  -0.3048
H: -3.410 3.994 3.077  0.3798
N: 0.715 2.372 -1.393  0.5373
H: -0.178 -5.125 -0.384  0.6202
H: -6.064 1.849 0.506  0.4132
H: -3.781 -5.502 0.445  0.3566
C: -1.864 -5.783 1.432  -0.2749
C: 2.284 1.342 2.235  -0.6360
O: 1.193 -1.992 -2.049  -0.6686
O: 1.627 -0.189 -4.036  -0.6747
Cd: 1.284 0.282 -1.848  1.2542
C: -0.997 4.164 -0.994  -1.1968
C: -2.296 -5.868 2.891  -1.0859
C: -2.926 -3.469 2.788  1.2460
H: 4.784 3.547 -5.242  0.3267
C: 4.637 0.468 1.587  -1.4086

=====

# 2
Below is C34H34FeN7O as an isolated structure, with properties calculated with ωB97M-V/def2-TZVPD.

ΔE to the lowest compared entry with this formula, charge and spin in kcal per mole: 0.0
E_HOMO in eV: -9.80
Net charge: +1
Calculated total energy in eV: -82672.006
Gap between HOMO and LUMO in eV: 7.0496

Last column: Mulliken charge in e.
Element x y z (Å)
C: -0.397 3.601 -0.972  1.0574
Fe: -0.124 0.751 -0.064  -0.3839
C: 2.627 0.933 -1.153  0.0534
C: 0.197 -2.477 -0.033  0.2780
H: 2.001 -6.137 -1.566  0.3772
C: -0.720 0.300 2.835  -0.5598
H: 0.003 2.770 2.269  0.1642
N: -4.299 -2.982 -0.271  -0.2160
C: -2.999 1.841 0.239  0.0257
N: -0.434 0.863 -2.089  0.1849
H: 2.712 -6.816 0.534  0.3233
H: 3.342 -5.215 0.830  0.3122
H: 1.198 0.312 5.604  0.4670
C: -0.412 0.248 4.182  -0.7284
H: 1.456 4.819 -5.038  0.4248
C: 1.069 2.711 -4.933  -0.6625
C: 2.440 -5.761 0.546  -0.5707
H: 2.659 -4.547 -1.250  0.2377
C: -5.045 0.619 0.086  -0.3306
H: 2.930 0.516 3.851  0.4907
N: -2.252 0.730 0.119  0.7601
H: -4.800 -3.849 -0.364  0.2295
C: 0.553 4.265 -3.181  -1.1800
H: 4.586 1.144 -1.981  0.5084
C: -0.743 4.620 1.586  -0.9772
H: 1.465 2.491 -5.914  0.4136
H: -3.298 -2.996 -0.260  0.1854
H: 1.693 -3.419 1.916  0.4102
C: -0.940 4.875 -0.773  -0.8352
C: 0.886 -4.090 1.610  -0.5221
H: -6.124 0.545 0.066  0.5163
C: -0.262 3.333 1.382  -0.3290
H: -2.272 -1.298 -0.093  -0.1318
N: 0.457 -3.729 0.240  0.1692
C: 1.888 0.438 3.579  -0.5627
C: -4.385 1.822 0.225  -1.0967
C: 0.572 -4.732 -0.834  -0.8726
H: 1.773 -5.750 2.603  0.3919
C: -2.913 -0.433 -0.007  -0.6507
C: 1.057 4.008 -4.444  -0.8207
C: 0.560 1.695 -4.142  -0.3682
C: 0.048 1.966 -2.879  -0.4357
C: -1.147 5.380 0.498  -1.0067
H: -0.184 -0.009 -2.542  0.3896
H: 4.279 0.493 2.238  0.4557
C: -5.036 -1.845 -0.169  0.3130
C: 0.033 3.258 -2.359  0.4654
H: -1.746 0.268 2.495  0.3583
C: -4.291 -0.543 -0.028  0.6845
C: -0.141 2.732 0.115  0.9298
H: -0.830 5.017 2.590  0.4341
O: -6.248 -1.857 -0.187  -0.6329
H: -2.465 2.770 0.361  -0.0694
N: -0.022 -1.363 -0.263  -0.4353
H: -1.449 0.882 -2.040  0.3511
H: 0.549 0.675 -4.511  0.4176
C: 2.446 0.611 1.120  0.6622
H: 2.112 1.066 -2.093  0.2985
N: 0.208 0.414 1.885  0.9596
H: -0.172 -5.511 -0.663  0.3834
H: 0.324 -4.242 -1.774  0.4488
C: 1.981 -5.307 -0.860  -0.5962
H: 0.526 -6.206 1.469  0.3654
C: 4.008 0.978 -1.084  -0.9562
C: 1.499 0.470 2.247  0.2408
C: 4.617 0.810 0.148  -0.6857
H: 0.049 -3.954 2.297  0.3714
H: -1.209 5.482 -1.630  0.6085
H: -4.925 2.752 0.323  0.5147
C: 3.826 0.623 1.267  -0.9050
H: 5.695 0.831 0.239  0.4648
H: -1.203 0.163 4.914  0.5135
H: 0.598 5.274 -2.795  0.5492
C: 1.372 -5.530 1.614  -0.9307
N: 1.859 0.743 -0.078  0.7991
C: 0.918 0.328 4.560  -0.9264
H: -1.580 6.362 0.634  0.4191

=====

# 3
Below is C34H34N6SbSr as an isolated structure at a distorted geometry, with properties calculated with ωB97M-V/def2-TZVPD.

ΔE to the lowest compared entry with this formula, charge and spin in kcal per mole: 167.2
E_HOMO in eV: -8.37
Net charge: +1
Calculated total energy in eV: -52113.692
Gap between HOMO and LUMO in eV: 5.2916

Last column: Mulliken charge in e.
Element x y z (Å)
H: 1.195 -3.930 1.590  0.2607
C: -1.931 2.092 -0.850  -2.1334
H: 1.304 5.804 2.364  0.4778
Sr: -0.356 0.467 1.804  1.6527
C: 4.370 2.860 -1.754  -0.7266
C: -2.621 3.321 3.040  -1.5527
H: 1.577 -3.847 3.340  0.4633
C: 2.382 -0.269 -4.283  -0.2936
C: 1.755 -0.028 1.025  -1.5296
H: -2.461 2.959 4.061  0.2969
H: 2.555 1.772 1.976  0.4155
C: 3.504 1.863 -2.176  -0.0761
C: -3.038 -3.082 2.088  -0.8120
C: -2.952 -0.459 -0.974  0.5782
C: 2.306 -2.667 -4.041  -0.5112
H: 0.460 -1.194 -1.627  0.2449
C: 0.513 2.780 1.126  0.9886
H: -4.682 -4.569 2.333  0.4624
N: -2.957 -5.052 1.156  0.1336
H: -3.256 4.201 3.080  0.4358
H: -1.031 5.589 3.206  0.4921
C: 1.137 -1.256 -2.475  0.1864
H: -1.464 3.066 -0.821  0.5322
H: 2.346 5.546 -2.147  0.4500
H: 2.601 -3.650 -4.384  0.3857
C: 2.735 -1.532 -4.724  -0.5943
H: 3.772 0.814 -2.125  0.4067
C: -3.732 -4.245 1.946  -0.3061
H: -4.675 0.438 -1.870  0.4749
H: 2.309 3.952 1.024  0.5575
C: 1.111 -3.337 2.498  -1.1169
C: 1.805 3.521 -2.585  -0.2422
H: 3.191 0.587 4.028  0.5335
C: 0.732 4.905 2.166  -0.5946
N: 1.397 -1.322 1.137  0.0765
C: -0.576 4.780 2.650  -0.6879
H: -3.896 -6.344 -0.216  0.3132
C: -1.276 3.609 2.423  -0.0561
C: -3.287 -6.388 0.686  -0.8989
C: 1.508 -2.523 -2.921  -0.9845
C: 1.564 -0.114 -3.152  0.2917
H: -4.255 -1.913 -1.860  0.5045
Sb: 0.946 1.288 -0.477  2.0807
H: -3.830 -2.222 -0.161  0.1397
N: 1.160 1.183 -2.731  -0.6734
N: -1.839 -3.161 1.407  -0.0791
N: -1.716 -0.284 -0.462  0.1316
H: -2.638 -2.519 -1.413  0.2451
H: -3.279 -2.185 2.632  0.3773
C: 2.322 0.726 2.093  0.8475
C: 1.681 -1.960 2.307  0.5103
H: -3.834 -6.926 1.457  0.3359
H: -1.045 -4.770 0.257  0.4243
H: 0.775 3.736 -2.842  0.4417
C: 2.661 0.058 3.245  -0.8123
H: -3.774 2.743 -1.734  0.4877
C: -3.457 -1.865 -1.122  -1.3062
C: -3.705 0.616 -1.423  -0.7559
N: -0.750 2.671 1.619  -0.2427
H: 1.162 -3.393 -2.376  0.4421
H: -2.370 -6.927 0.464  0.3337
C: 2.687 4.518 -2.176  -0.5160
C: -1.222 0.969 -0.432  1.2980
C: 1.297 3.894 1.407  -1.0406
C: -3.204 1.906 -1.353  -0.9662
C: 3.970 4.192 -1.769  -0.5403
H: 0.053 -3.192 2.696  0.2083
C: 2.214 2.190 -2.620  -0.2091
H: -3.099 2.488 2.524  0.2372
H: 4.646 4.966 -1.429  0.4141
H: 2.600 -1.867 4.241  0.4248
C: 2.343 -1.315 3.347  -0.6731
H: 5.352 2.593 -1.382  0.3998
H: 2.701 0.620 -4.809  0.4870
H: 3.343 -1.627 -5.615  0.3837
C: -1.833 -4.353 0.866  -0.3342